1.
C5H9P | wB97M-V/def2-TZVPD

Values from the calculation:
Frontier orbital gap (alpha / beta), Ha: 0.25815 / 0.26915
HOMO (alpha / beta), eV: -5.99 / -9.47
Energy relative to the best compared isomer or geometry (same formula, charge and spin), eV: 0.000

Geometry as ORCA input:
```
! wB97M-V def2-TZVPD RIJCOSX def2/J DEFGRID3
* xyz 0 3
C 0.070 -0.711 -0.150
C -1.235 -0.314 -0.027
C 1.346 0.170 -0.032
C -2.460 -1.149 -0.241
C 1.311 1.458 0.646
P 2.752 -0.570 -0.567
H 0.233 -1.795 -0.425
H -1.449 0.703 -0.074
H -2.420 -2.031 0.407
H -3.350 -0.586 -0.244
H -2.230 -1.486 -1.205
H 0.766 2.322 0.172
H 2.287 1.940 0.654
H 0.776 1.580 1.601
H 3.605 0.470 -0.514
*
```

***

2.
C5H9PSi | wB97M-V/def2-TZVPD

Values from the calculation:
Frontier orbital gap, Ha: 0.32362
SMILES string: P[SiH2]C1=CC=CC1
HOMO, eV: -8.29
Energy relative to the best compared isomer or geometry (same formula, charge and spin), eV: 0.280

Geometry as ORCA input:
```
! wB97M-V def2-TZVPD RIJCOSX def2/J DEFGRID3
* xyz 0 1
P 2.888 -0.481 0.608
Si 1.601 0.834 -0.738
C -0.203 0.494 -0.344
C -0.798 0.665 0.856
C -2.025 -0.048 0.932
C -2.188 -0.846 -0.207
C -0.996 -0.590 -1.084
H 2.734 0.068 1.974
H 1.782 -1.228 1.011
H 2.157 0.177 -2.103
H 1.775 2.283 -0.305
H -0.455 1.257 1.820
H -2.773 0.251 1.630
H -2.866 -1.623 -0.475
H -0.396 -1.510 -1.110
H -1.207 -0.399 -2.190
*
```

***

3.
C5HF8I | wB97M-V/def2-TZVPD

Values from the calculation:
Frontier orbital gap, Ha: 0.34731
HOMO, eV: -9.85
Energy relative to the best compared isomer or geometry (same formula, charge and spin), eV: 0.959

Geometry as ORCA input:
```
! wB97M-V def2-TZVPD RIJCOSX def2/J DEFGRID3
* xyz 0 1
C -1.634 -0.114 -0.246
C -1.599 -1.413 0.041
C 0.306 0.584 -0.180
C 1.317 -0.191 -1.004
C 0.648 0.857 1.235
F -2.687 -2.268 0.007
F -0.592 -2.094 0.550
F 0.614 -0.722 -2.013
F 2.082 -1.144 -0.389
F 2.172 0.638 -1.621
F -0.346 1.516 1.798
F 1.740 1.647 1.229
F 0.968 -0.163 2.035
I -3.023 1.266 -0.733
H 0.033 1.598 -0.708
*
```

***

4.
C5I2N3PbS3 | wB97M-V/def2-TZVPD

Values from the calculation:
Frontier orbital gap, Ha: 0.21933
HOMO, eV: -4.95

Geometry as ORCA input:
```
! wB97M-V def2-TZVPD RIJCOSX def2/J DEFGRID3
* xyz -1 1
Pb -0.160 2.303 -0.791
S -0.096 1.127 1.535
C -0.056 -0.489 0.955
C -0.339 -1.525 1.858
N -0.612 -2.367 2.600
C 0.363 -0.931 -0.363
S 0.863 0.044 -1.603
C 0.371 -2.328 -0.625
N 0.283 -3.478 -0.777
S -4.366 1.251 -2.727
C -3.076 1.356 -1.810
N -2.116 1.462 -1.137
I 3.282 1.343 1.130
I 5.658 2.232 1.755
*
```

***

5.
C60H110N4O26 | wB97M-V/def2-TZVPD

Values from the calculation:
Frontier orbital gap, Ha: 0.29403
HOMO, eV: -8.49
Energy relative to the best compared isomer or geometry (same formula, charge and spin), eV: 9.158

Geometry as ORCA input:
```
! wB97M-V def2-TZVPD RIJCOSX def2/J DEFGRID3
* xyz 0 1
C 2.800 0.102 0.883
C 3.024 -0.822 -0.121
C 3.939 -1.852 0.052
C 4.658 -1.912 1.247
C 4.419 -1.015 2.255
C 3.449 -0.026 2.099
N 5.609 -3.014 1.484
O 6.294 -3.007 2.485
O 5.574 -3.930 0.682
H 2.112 0.927 0.750
H 2.475 -0.741 -1.047
H 4.104 -2.576 -0.732
H 4.906 -1.089 3.217
H 3.177 0.690 2.863
C -8.088 -0.175 6.946
C -6.883 0.168 7.526
C -5.735 0.272 6.772
C -5.767 0.012 5.417
C -6.981 -0.324 4.818
C -8.108 -0.561 5.604
N -4.538 -0.003 4.618
O -3.498 0.239 5.191
O -4.628 -0.236 3.432
H -9.052 -0.108 7.432
H -6.895 0.376 8.588
H -4.837 0.612 7.271
H -7.088 -0.344 3.742
H -9.067 -0.780 5.155
C 4.150 -2.480 6.416
C 3.587 -2.665 5.165
C 2.387 -2.039 4.875
C 1.705 -1.266 5.781
C 2.315 -1.043 7.020
C 3.509 -1.644 7.350
N 0.456 -0.600 5.429
O 0.274 -0.361 4.243
O -0.339 -0.372 6.318
H 5.043 -3.032 6.676
H 4.060 -3.331 4.457
H 2.098 -2.097 3.832
H 1.813 -0.515 7.822
H 3.869 -1.570 8.366
C -5.392 1.981 0.904
C -4.118 1.414 0.828
C -3.669 0.799 -0.325
C -4.461 0.908 -1.475
C -5.716 1.455 -1.391
C -6.210 1.983 -0.224
N -4.054 0.210 -2.698
O -4.860 0.142 -3.603
O -2.932 -0.242 -2.775
H -5.744 2.466 1.805
H -3.502 1.406 1.717
H -2.761 0.213 -0.319
H -6.377 1.523 -2.246
H -7.169 2.480 -0.243
C 1.999 -1.925 -6.313
O 1.729 -1.496 -5.010
C 2.385 -0.306 -4.592
C 1.691 0.336 -3.427
O 0.588 1.156 -3.686
C -0.528 0.643 -4.391
H 1.604 -1.238 -7.072
H 1.445 -2.857 -6.433
H 3.052 -2.149 -6.512
H 2.455 0.410 -5.423
H 3.419 -0.563 -4.334
H 2.451 0.905 -2.886
H 1.488 -0.465 -2.699
H -0.183 0.403 -5.400
H -1.186 1.511 -4.510
H -1.235 -0.087 -3.987
C -0.477 2.149 3.677
O -0.724 3.458 4.141
C -0.141 4.488 3.371
C -1.016 4.805 2.174
O -2.141 5.499 2.644
C -3.214 5.482 1.733
H -0.629 1.374 4.426
H 0.592 2.029 3.433
H -1.031 1.968 2.752
H 0.911 4.363 3.081
H -0.061 5.334 4.060
H -1.213 3.938 1.535
H -0.387 5.450 1.537
H -2.842 5.869 0.780
H -4.100 5.994 2.106
H -3.589 4.467 1.568
C -2.519 -7.888 4.658
O -1.722 -6.731 4.621
C -0.537 -6.851 5.350
C 0.271 -5.561 5.364
O 0.750 -5.274 4.057
C -0.120 -4.344 3.365
H -2.612 -8.302 5.664
H -2.180 -8.621 3.919
H -3.530 -7.638 4.328
H 0.206 -7.567 4.973
H -0.751 -7.184 6.375
H 1.180 -5.758 5.943
H -0.199 -4.737 5.911
H -1.160 -4.231 3.666
H -0.045 -4.508 2.292
H 0.389 -3.404 3.605
C -1.445 -1.690 2.124
O -1.257 -0.524 1.280
C -0.019 -0.629 0.625
C -0.025 0.181 -0.679
O -0.180 1.538 -0.239
C -0.391 2.443 -1.314
H -1.390 -2.592 1.512
H -2.409 -1.575 2.614
H -0.607 -1.537 2.810
H 0.214 -1.641 0.265
H 0.786 -0.338 1.307
H -0.871 -0.189 -1.265
H 0.917 0.165 -1.231
H 0.500 2.407 -1.954
H -0.487 3.475 -0.987
H -1.252 2.151 -1.923
C -2.042 -7.952 0.212
O -1.027 -7.607 -0.695
C -0.433 -6.333 -0.548
C -1.156 -5.277 -1.357
O -1.556 -4.194 -0.547
C -2.065 -3.094 -1.251
H -1.583 -7.982 1.211
H -2.428 -8.954 0.048
H -2.837 -7.208 0.319
H 0.586 -6.551 -0.873
H -0.335 -6.002 0.495
H -1.940 -5.637 -2.030
H -0.400 -4.907 -2.075
H -1.233 -2.419 -1.507
H -2.624 -2.518 -0.508
H -2.655 -3.236 -2.158
C 0.778 3.866 -4.641
O 0.671 4.945 -5.550
C -0.684 5.116 -5.964
C -0.721 6.183 -7.059
O 0.091 5.831 -8.145
C -0.337 4.709 -8.904
H 0.632 2.935 -5.197
H 0.016 3.774 -3.861
H 1.783 3.781 -4.236
H -1.179 5.449 -5.044
H -1.092 4.149 -6.275
H -0.319 7.112 -6.658
H -1.768 6.358 -7.336
H 0.139 4.771 -9.877
H -1.423 4.712 -9.057
H -0.088 3.836 -8.295
C 0.986 -2.996 0.792
O 0.642 -2.655 -0.519
C 0.534 -3.765 -1.375
C 0.048 -3.290 -2.713
O 0.098 -4.346 -3.643
C -0.665 -4.108 -4.811
H 0.218 -3.543 1.358
H 1.120 -2.100 1.399
H 1.880 -3.618 0.919
H -0.070 -4.607 -1.018
H 1.544 -4.174 -1.517
H 0.676 -2.479 -3.090
H -0.976 -2.896 -2.653
H -1.723 -4.092 -4.523
H -0.493 -4.929 -5.500
H -0.395 -3.129 -5.212
C 1.595 8.224 -2.815
O 2.273 7.405 -1.877
C 1.472 6.333 -1.477
C 2.354 5.337 -0.701
O 1.549 4.552 0.148
C 2.276 3.528 0.783
H 1.237 7.681 -3.697
H 2.328 8.959 -3.135
H 0.690 8.686 -2.410
H 1.119 5.736 -2.328
H 0.623 6.535 -0.817
H 3.050 5.919 -0.082
H 2.978 4.727 -1.353
H 1.638 2.736 1.176
H 2.916 3.891 1.593
H 2.908 3.015 0.046
C 6.125 0.607 -1.518
O 4.921 1.133 -2.022
C 5.108 2.520 -2.277
C 3.883 3.061 -2.996
O 3.773 2.479 -4.276
C 4.249 3.261 -5.336
H 5.942 -0.386 -1.104
H 6.660 1.161 -0.743
H 6.822 0.398 -2.339
H 5.942 2.691 -2.967
H 5.285 3.044 -1.334
H 3.873 4.152 -2.994
H 3.029 2.670 -2.432
H 3.653 4.165 -5.499
H 4.277 2.707 -6.274
H 5.299 3.549 -5.185
*
```

***

6.
C60H111F24N5O17 | wB97M-V/def2-TZVPD

Values from the calculation:
Frontier orbital gap, Ha: 0.22323
HOMO, eV: -0.69

Geometry as ORCA input:
```
! wB97M-V def2-TZVPD RIJCOSX def2/J DEFGRID3
* xyz -4 1
C -1.758 1.918 1.874
C -2.421 3.291 1.846
C -1.477 4.256 2.512
O -1.383 4.134 3.928
C -2.543 4.457 4.661
N -2.657 3.605 0.399
H -3.243 4.441 0.139
H -1.765 3.741 -0.110
H -4.125 2.487 0.029
H -1.432 1.720 2.909
H -0.865 1.830 1.219
H -2.497 1.165 1.502
H -3.416 3.231 2.429
H -1.881 5.252 2.296
H -0.475 4.129 2.175
H -2.269 4.376 5.734
H -3.381 3.847 4.460
H -2.891 5.451 4.519
C -1.633 -0.419 -0.830
C -0.124 -0.630 -1.164
N 0.262 0.067 -2.367
C 0.160 -0.431 -3.667
C 0.664 0.420 -4.550
N 1.204 1.445 -3.743
C 0.897 1.228 -2.475
C 1.832 2.691 -4.277
H -1.813 -0.888 0.128
H -2.193 -0.851 -1.643
H -1.851 0.639 -0.743
H 0.223 -1.657 -1.216
H 0.531 -0.215 -0.361
H -0.242 -1.392 -4.001
H 0.532 0.523 -5.612
H 0.978 2.061 -1.709
H 2.229 3.196 -3.420
H 1.050 3.376 -4.620
H 2.621 2.356 -4.941
C -0.433 -1.626 2.754
C -1.569 -2.690 2.709
C -0.828 -3.953 3.114
N -1.408 -5.321 2.843
C -1.260 -5.608 1.346
C -2.019 -6.934 1.125
C -1.358 -8.091 1.852
C -1.162 -7.800 3.337
C -0.522 -6.374 3.490
C -2.814 -5.306 3.225
H 0.047 -1.610 3.757
H -0.833 -0.589 2.629
H 0.275 -1.741 1.933
H -1.846 -2.751 1.674
H -2.396 -2.407 3.364
H -0.677 -3.889 4.209
H 0.139 -4.016 2.663
H -0.243 -5.667 1.113
H -1.872 -4.804 0.941
H -2.188 -7.155 0.117
H -3.027 -6.843 1.532
H -0.377 -8.235 1.399
H -1.948 -9.047 1.872
H -0.452 -8.387 3.864
H -2.076 -7.979 3.896
H 0.365 -6.390 2.883
H -0.284 -6.038 4.485
H -3.369 -6.279 3.164
H -3.349 -4.590 2.574
H -2.844 -4.931 4.251
C 3.637 -0.504 0.250
C 3.118 0.507 1.217
C 3.834 1.884 1.066
N 3.706 2.788 2.297
C 4.431 2.152 3.392
C 4.425 3.076 4.583
C 5.123 4.400 4.315
C 4.570 5.017 3.011
C 4.497 4.008 1.916
C 2.268 2.992 2.553
H 4.637 -0.770 0.461
H 3.670 -0.221 -0.795
H 3.063 -1.404 0.310
H 3.252 0.171 2.251
H 2.036 0.728 1.040
H 3.480 2.487 0.153
H 4.863 1.758 0.894
H 5.447 1.906 3.136
H 3.877 1.297 3.775
H 4.787 2.491 5.390
H 3.378 3.168 4.871
H 6.216 4.274 4.020
H 5.039 4.991 5.262
H 5.129 5.921 2.707
H 3.611 5.509 3.183
H 5.546 3.735 1.574
H 3.892 4.457 1.104
H 2.133 3.989 3.009
H 1.885 2.199 3.154
H 1.821 3.078 1.571
C -5.940 2.410 0.949
O -5.705 2.060 2.279
O -4.941 1.969 0.078
C -7.254 1.828 0.442
F -8.314 1.898 1.341
F -7.611 2.433 -0.726
F -7.217 0.538 0.095
C -5.404 0.771 2.728
C -5.457 0.761 4.260
H -4.716 1.586 4.506
H -6.455 1.005 4.671
H -4.990 -0.171 4.687
H -4.377 0.580 2.443
H -6.014 0.015 2.251
H -6.169 3.492 0.914
C -3.291 7.804 -6.083
O -2.788 7.546 -4.698
O -4.514 7.769 -6.330
C -2.708 9.207 -6.396
F -3.237 10.264 -5.760
F -1.337 9.280 -6.358
F -2.987 9.453 -7.668
C -3.054 6.209 -4.397
C -2.075 5.650 -3.467
H -2.501 4.698 -3.197
H -1.069 5.432 -3.812
H -1.891 6.239 -2.570
H -2.925 5.627 -5.313
H -4.115 6.136 -4.047
H -2.586 7.134 -6.629
C 2.417 -7.362 0.426
O 2.054 -8.060 -0.822
O 1.737 -6.457 1.040
C 2.593 -8.691 1.421
F 3.733 -8.817 2.165
F 1.602 -8.688 2.359
F 2.462 -9.921 0.806
C 1.888 -6.967 -1.728
C 0.474 -6.519 -1.888
H 0.348 -6.035 -2.820
H -0.176 -7.358 -1.945
H 0.113 -5.810 -1.137
H 2.227 -7.420 -2.689
H 2.522 -6.195 -1.362
H 3.491 -7.222 0.215
C 2.114 -0.323 5.137
O 0.997 -0.759 6.110
O 2.872 0.704 5.507
C 2.917 -1.602 5.133
F 3.950 -1.677 4.302
F 3.455 -1.855 6.347
F 2.091 -2.690 4.868
C 0.375 0.250 6.877
C -0.363 1.390 6.023
H 0.322 1.836 5.305
H -1.209 0.993 5.494
H -0.723 2.152 6.707
H 1.017 0.705 7.641
H -0.377 -0.287 7.398
H 1.577 -0.312 4.118
C -0.255 -2.716 -6.698
O 0.474 -2.761 -5.439
O 0.077 -3.498 -7.731
C -1.605 -3.127 -6.232
F -2.699 -2.609 -6.926
F -1.639 -4.500 -6.122
F -1.947 -2.575 -4.983
C 1.181 -3.920 -5.219
C 2.575 -3.838 -5.837
H 2.695 -4.167 -6.891
H 2.895 -2.790 -5.822
H 3.284 -4.425 -5.268
H 0.597 -4.754 -5.581
H 1.299 -3.927 -4.159
H -0.271 -1.676 -6.755
C 1.164 4.427 -0.806
O 2.604 4.344 -0.733
O 0.571 3.423 -0.296
C 0.731 5.858 -0.125
F -0.558 6.058 -0.260
F 0.951 5.976 1.300
F 1.462 6.871 -0.560
C 3.354 5.242 -1.603
C 4.639 4.461 -1.819
H 4.479 3.655 -2.588
H 5.424 5.111 -2.235
H 5.102 4.071 -0.932
H 3.513 6.212 -1.167
H 2.866 5.378 -2.588
H 1.060 4.738 -1.914
C 6.338 2.652 -4.941
O 6.890 3.203 -6.266
O 5.103 2.850 -4.664
C 6.478 1.118 -5.140
F 5.670 0.651 -6.028
F 7.846 0.823 -5.451
F 6.283 0.373 -4.015
C 5.933 3.455 -7.209
C 5.962 5.034 -7.433
H 5.759 5.442 -8.469
H 5.133 5.398 -6.832
H 6.939 5.394 -7.016
H 4.959 3.176 -6.889
H 6.220 2.953 -8.179
H 7.164 2.959 -4.283
C -6.452 -6.348 2.366
O -6.357 -5.121 1.549
O -5.601 -6.517 3.352
C -7.777 -6.095 3.077
F -8.838 -5.640 2.201
F -8.244 -7.236 3.678
F -7.744 -5.158 4.024
C -5.262 -5.197 0.676
C -5.164 -3.892 -0.166
H -6.170 -3.737 -0.601
H -4.878 -3.049 0.496
H -4.433 -3.903 -1.000
H -5.527 -6.008 0.007
H -4.358 -5.410 1.226
H -6.647 -7.221 1.620
*
```